No. 1
9 unconnected molecules or ions with the total composition C18H50Cl4O14 at a distorted geometry. Source: the Open Molecules 2025 dataset; level of theory: ωB97M-V/def2-TZVPD.

The net charge is 0. The value obtained for the frontier orbital gap is 9.8 eV. The SMILES is ClCCCl.ClCCCl.OCCO.OCCO.OCCO.OCCO.OCCO.OCCO.OCCO. As for the HOMO energy: -9.63 eV.

XYZ file:
```
86
Properties=species:S:1:pos:R:3:forces:R:3
C 0.0596 1.7881 -9.2274 1.2 2.0 -0.4
C -0.4189 0.5257 -8.6529 -0.9 -0.7 -1.8
O 0.2008 0.0566 -7.5328 0.8 0.1 1.8
O -0.3316 2.9736 -8.5511 -0.7 0.1 0.6
H -0.2531 1.8867 -10.2669 -0.1 -0.4 -0.2
H 1.1483 1.8225 -9.1886 0.3 -0.6 -0.3
H -0.1512 -0.1606 -9.4562 -0.5 -0.5 0.0
H -1.4959 0.5357 -8.4850 -0.3 0.0 -0.4
H -0.1322 0.6444 -6.8507 0.4 -0.2 0.7
H 0.1479 3.6925 -8.9692 -0.1 0.1 0.1
C 6.8318 0.2674 -4.5584 -0.3 -0.8 -0.3
C 7.4857 -0.6419 -5.5989 0.8 0.4 0.0
O 8.8596 -0.8552 -5.1894 -0.6 0.0 -0.3
O 7.4399 1.5358 -4.5241 0.2 0.1 -0.4
H 6.9093 -0.1512 -3.5550 -0.3 -0.4 0.0
H 5.7953 0.4021 -4.8677 -0.1 0.1 0.3
H 7.4528 -0.1046 -6.5467 0.2 0.3 -0.2
H 7.0444 -1.6093 -5.8387 -0.6 0.0 0.7
H 9.1072 -1.7016 -5.5688 0.3 0.1 0.1
H 8.3808 1.3458 -4.5185 0.3 0.3 0.1
C -2.1356 -6.1127 4.1834 1.9 1.1 0.4
C -2.6696 -4.7450 3.6319 -1.8 -1.3 0.3
O -4.1184 -4.7666 3.9885 2.2 0.3 -0.5
O -2.9434 -7.2439 3.9985 -1.2 -0.1 -0.4
H -2.0066 -6.0227 5.2620 -0.1 0.3 0.1
H -1.1375 -6.3132 3.7938 0.1 0.2 -0.2
H -2.5771 -4.6579 2.5494 0.0 -0.2 -0.1
H -2.1802 -3.8702 4.0600 0.0 -0.3 0.4
H -4.1568 -5.7251 4.0254 -1.4 -0.3 0.1
H -2.5153 -7.9573 3.5195 0.1 0.3 -0.1
C 2.3219 -4.8915 -3.4623 1.4 0.5 -1.0
C 2.7527 -5.7962 -4.6040 -0.9 0.4 -0.5
O 2.7142 -7.1042 -4.1081 0.3 -0.9 0.1
O 3.4236 -4.7042 -2.6301 0.9 0.6 1.2
H 1.5264 -5.3381 -2.8659 -0.6 0.1 -0.4
H 2.1055 -3.8946 -3.8463 -0.6 -0.1 0.2
H 3.7466 -5.6040 -5.0083 0.2 0.2 0.6
H 2.1114 -5.6670 -5.4758 -0.5 -0.1 -0.1
H 1.9349 -7.1122 -3.5476 -0.1 -0.5 0.0
H 3.7823 -5.5533 -2.3622 0.0 -0.2 0.0
C -8.9284 0.0301 4.7050 -2.1 -0.5 -0.1
C -8.6609 -0.1254 3.2077 -1.1 -1.2 2.7
O -7.3953 0.2566 3.0163 3.4 2.6 -2.0
O -10.0078 -0.8514 5.0665 0.2 0.2 0.8
H -9.4183 0.9836 4.9029 0.4 0.3 -0.1
H -7.9961 0.0361 5.2696 -0.1 -0.7 0.4
H -9.4339 0.5336 2.8123 0.5 -0.3 -1.3
H -8.6749 -1.1838 2.9477 -1.3 -0.1 -0.3
H -6.7313 -0.3015 3.4278 -0.4 -0.2 0.1
H -9.7881 -1.7857 5.0467 0.4 0.0 -0.1
C 0.6199 1.6361 -0.0642 -0.6 -1.4 0.5
C 1.2467 0.8342 1.1448 -0.7 -0.2 0.3
O 0.9500 -0.5875 1.0913 -0.4 0.8 -0.2
O -0.8289 1.6198 -0.1205 0.5 0.4 0.5
H 0.9484 1.1329 -0.9735 0.4 0.2 -0.2
H 0.8180 2.7075 -0.0959 0.6 -0.2 0.2
H 0.8410 1.1840 2.0940 -0.6 0.0 -0.1
H 2.3115 0.9109 1.3649 0.3 0.5 -1.0
H 1.6879 -1.0566 0.6948 0.0 0.1 -0.1
H -1.2361 0.8041 0.1802 0.5 -0.3 0.0
C 1.9728 2.5857 9.1071 -3.1 2.3 0.9
C 0.8511 3.4423 8.3876 1.5 -1.3 -2.1
O -0.3924 2.7477 8.3622 -0.1 0.0 0.8
O 1.8795 2.9353 10.4881 0.8 -0.5 0.4
H 2.9635 2.8572 8.7425 -0.1 -0.4 0.0
H 1.5976 1.5711 8.9726 0.8 -0.3 -0.4
H 1.2234 3.3880 7.3645 -0.1 0.4 -0.6
H 0.7212 4.5060 8.5867 0.4 -0.2 0.8
H -1.1062 3.3756 8.4960 0.0 0.0 0.0
H 1.0432 2.5803 10.7982 -0.1 0.0 0.1
Cl -9.7180 2.9507 -3.6785 0.7 0.8 1.0
C -8.6986 4.2718 -2.8732 0.0 -0.2 -1.5
C -7.2933 4.3460 -3.4582 0.1 -0.7 -0.7
Cl -7.2598 4.3617 -5.2817 -0.2 0.5 0.5
H -8.6635 4.1542 -1.7901 -0.2 -0.2 -0.2
H -9.1598 5.2147 -3.1670 -0.4 -0.2 0.3
H -6.6518 3.4776 -3.3085 -0.2 0.2 0.8
H -6.8475 5.2738 -3.0995 0.2 -0.2 -0.1
Cl 8.3217 5.3987 2.5639 0.3 0.5 0.1
C 7.4410 3.8804 2.8401 0.2 0.2 -0.7
C 7.2595 3.6219 4.3027 0.5 -0.1 0.3
Cl 6.9546 1.8590 4.5157 -0.5 0.4 0.1
H 8.0431 3.1095 2.3594 -0.3 0.0 0.0
H 6.4879 4.0567 2.3415 0.1 -0.6 0.0
H 6.4815 4.2893 4.6734 -0.2 -0.6 0.3
H 8.1671 3.7942 4.8812 0.0 0.2 -0.2
```
Forces are in eV/Å.

***

No. 2
8 unconnected molecules or ions with the total composition C18H50N2O8 at a distorted geometry. Source: the Open Molecules 2025 dataset; level of theory: ωB97M-V/def2-TZVPD.

The net charge is 0. The energy relative to the best compared isomer or geometry (same formula, charge and spin) is 0.0 kJ/mol. The value obtained for the frontier orbital gap is 8.0 eV. The SMILES is CC1(C)CCCC(C)(C)N1O.CC1(C)CCCC(C)(C)N1O.O.O.O.O.O.O. As for the HOMO energy: -7.99 eV.

XYZ file:
```
78
Properties=species:S:1:pos:R:3:forces:R:3
C -0.5165 -0.9544 -3.5832 -0.2 0.1 0.4
C -1.6829 -1.9505 -3.5509 -0.4 0.3 -1.3
C -1.1332 -3.2888 -4.0078 0.7 -0.4 0.0
C -2.0378 -4.4830 -3.7650 0.2 0.3 0.6
C -2.3537 -4.5375 -2.2691 0.5 -0.2 -0.2
C -2.8627 -3.2416 -1.6372 -0.6 -0.2 0.1
N -2.2130 -2.0741 -2.2140 1.6 0.0 0.7
O -2.7015 -0.8551 -1.7141 -0.3 0.0 -0.1
C -4.3770 -3.1780 -1.8360 -0.5 0.7 0.1
C -2.5389 -3.2809 -0.1415 -0.5 0.4 0.0
C -2.7712 -1.4668 -4.5752 0.1 -0.1 0.2
H -0.8922 -0.0144 -3.1718 0.3 0.1 -0.1
H -0.1419 -0.7942 -4.5928 -0.2 0.0 -0.1
H 0.3331 -1.3232 -3.0046 -0.1 0.0 0.2
H -0.8172 -3.2152 -5.0518 -0.3 0.1 -0.1
H -0.1907 -3.4817 -3.4801 -0.2 0.0 0.2
H -1.4255 -5.3623 -3.9690 -0.4 -0.2 -0.4
H -2.9473 -4.4675 -4.3678 0.1 -0.1 -0.1
H -1.4263 -4.8331 -1.7701 0.0 0.1 0.0
H -3.0888 -5.3139 -2.0537 0.0 0.0 0.0
H -4.8276 -2.3032 -1.3475 0.2 0.0 0.0
H -4.6230 -3.0810 -2.8961 -0.1 -0.4 0.0
H -4.8845 -4.0261 -1.3789 0.1 -0.2 -0.2
H -1.4753 -3.4397 0.0200 0.0 -0.1 0.0
H -2.8202 -2.3296 0.3160 0.1 0.0 0.0
H -3.1351 -4.0518 0.3507 0.2 -0.1 0.0
H -2.8941 -2.2224 -5.3504 -0.1 0.1 -0.1
H -2.5075 -0.5250 -5.0569 0.1 0.0 0.0
H -3.7480 -1.3077 -4.1122 0.0 -0.1 0.0
H -3.5752 -0.7181 -2.1129 0.0 0.1 0.0
C 3.2363 3.3623 3.7226 0.5 0.6 0.9
C 1.9255 3.7280 3.0309 0.5 -0.9 -0.3
C 1.7081 2.7651 1.8466 0.0 0.5 0.2
C 1.3271 1.3637 2.2635 -0.2 0.2 -0.2
C 0.0276 1.4120 3.0493 0.1 0.2 -0.3
C 0.0632 2.3889 4.2395 0.2 -1.3 0.5
N 0.7966 3.5813 3.9194 -1.1 1.1 -1.2
O 0.7609 4.5418 4.9468 0.3 -0.2 0.3
C -1.3755 2.7413 4.6055 -0.4 0.9 0.7
C 0.7071 1.6474 5.4364 -0.4 0.2 0.8
C 2.0056 5.1430 2.4591 0.4 -0.3 0.3
H 3.2818 2.3234 4.0434 0.0 -0.1 -0.3
H 3.3260 3.9326 4.6569 -0.1 0.1 -0.2
H 4.1222 3.6141 3.1349 -0.1 -0.2 -0.2
H 0.9002 3.1962 1.2399 0.0 -0.1 0.0
H 2.6092 2.7506 1.2297 0.1 0.1 0.0
H 2.0999 0.8880 2.8678 0.2 0.0 -0.1
H 1.2050 0.8080 1.3334 -0.1 -0.4 0.3
H -0.1973 0.4303 3.4676 -0.2 0.0 -0.1
H -0.7798 1.6827 2.3605 0.0 0.0 0.1
H -1.7592 3.5676 3.9988 0.1 -0.2 -0.2
H -2.0872 1.9190 4.5393 0.3 -0.3 -0.1
H -1.4244 3.1114 5.6364 0.0 -0.1 -0.1
H 1.4997 0.9539 5.1601 0.1 0.1 -0.1
H 1.0769 2.3727 6.1683 0.2 0.0 -0.3
H -0.0380 1.0934 6.0203 0.0 -0.2 -0.4
H 1.0683 5.4042 1.9700 -0.1 0.2 0.1
H 2.8075 5.1473 1.7184 -0.1 0.1 -0.1
H 2.2821 5.8513 3.2400 -0.2 0.1 -0.1
H 0.1846 5.2385 4.6148 -0.1 0.0 0.0
O 2.7202 0.5686 -1.5431 -0.1 -0.1 0.0
H 1.9551 1.1603 -1.5185 0.0 0.1 -0.1
H 2.4013 -0.2280 -1.9812 0.0 -0.1 0.1
O 4.4926 -0.4090 -3.8324 0.0 -0.1 -0.1
H 5.4233 -0.2195 -3.6851 0.0 0.0 0.0
H 4.0752 -0.1362 -3.0090 0.1 0.2 0.0
O 0.0601 -0.9731 -0.2353 -0.1 -0.3 -0.2
H -0.7441 -1.0772 -0.7628 -0.2 -0.2 0.0
H 0.4938 -0.2131 -0.6361 0.2 0.1 0.3
O 1.2545 -3.5226 -1.2522 -0.1 -0.1 -0.2
H 1.1837 -4.1832 -0.5586 0.1 0.0 0.0
H 0.7628 -2.7592 -0.9194 0.0 0.2 0.2
O 0.2540 1.7974 -1.1875 -0.2 0.2 -0.1
H 0.0702 2.6937 -0.8912 0.1 0.1 0.1
H -0.5849 1.4688 -1.5287 -0.1 0.0 -0.1
O 5.3403 0.5659 -0.5285 0.1 0.1 0.1
H 5.3537 -0.1563 0.1044 0.0 0.0 0.0
H 4.4041 0.7839 -0.6307 0.0 -0.1 -0.1
```
Forces are in eV/Å.